Entry 1:
Formula: C2H9N4O
Source: the Open Molecules 2025 dataset
Level of theory: ωB97M-V/def2-TZVPD

```
! RIJCOSX wB97M-V def2-TZVPD def2/J DEFGRID3
* xyz 1 1
C -2.436 -0.355 0.055
C 1.028 0.392 -0.228
N -1.664 0.480 -0.473
N 0.988 1.641 -0.647
N 1.193 -1.113 1.525
N 1.106 -0.655 -1.015
O 1.087 0.247 1.084
H -3.524 -0.346 0.014
H -1.991 -1.173 0.613
H 0.857 2.378 0.030
H 0.853 1.860 -1.621
H 2.040 -1.160 2.089
H 0.403 -1.270 2.148
H 1.155 -1.566 -0.569
H -2.132 1.228 -0.987
H 1.040 -0.587 -2.017
*
```

Summary:
- LUMO (eV) = -2.78
- HOMO energy (eV) = -13.9141
- orbital gap (eV) = 11.1


Entry 2:
Formula: C2H9N5
Source: the Open Molecules 2025 dataset
Level of theory: ωB97M-V/def2-TZVPD

```
! RIJCOSX wB97M-V def2-TZVPD def2/J DEFGRID3
* xyz 0 1
C 2.570 0.210 0.085
N 1.510 -0.686 -0.129
C 0.316 -0.285 -0.121
N -0.752 -1.171 -0.487
N -1.729 -1.109 0.485
N -0.254 0.969 0.271
N -1.391 1.658 -0.252
H 2.760 0.225 1.192
H 3.545 -0.001 -0.386
H 2.382 1.411 -0.157
H -0.357 -2.134 -0.688
H -1.325 -0.596 1.376
H -2.579 -0.636 0.151
H 0.317 1.814 0.793
H -1.458 1.604 -1.388
H -2.282 1.127 0.103
*
```

Summary:
- LUMO (eV) = 0.90
- HOMO energy (eV) = -8.7032
- orbital gap (eV) = 9.6
- SMILES = CN=C(NN)NN


Entry 3:
Formula: C2H9N5
Source: the Open Molecules 2025 dataset
Level of theory: ωB97M-V/def2-TZVPD

```
! RIJCOSX wB97M-V def2-TZVPD def2/J DEFGRID3
* xyz 0 1
C 2.187 0.386 -0.244
C -1.183 1.770 -0.305
N 0.760 0.116 -0.165
N -0.420 1.122 0.746
N -1.201 -2.568 0.144
N 0.434 -1.150 -0.066
N -0.704 -1.342 0.455
H -1.071 0.588 1.322
H -0.526 -3.196 -0.281
H -1.742 -2.970 0.899
H 2.342 1.320 -0.787
H 2.712 -0.430 -0.750
H 2.587 0.492 0.769
H -1.917 2.447 0.153
H -1.738 1.067 -0.939
H -0.518 2.348 -0.950
*
```

Summary:
- LUMO (eV) = 0.92
- HOMO energy (eV) = -7.7352
- orbital gap (eV) = 8.7


Entry 4:
Formula: C2H9N6
Source: the Open Molecules 2025 dataset
Level of theory: ωB97M-V/def2-TZVPD

```
! RIJCOSX wB97M-V def2-TZVPD def2/J DEFGRID3
* xyz 1 1
N 2.640 -0.179 -0.146
C 1.348 -0.306 -0.122
N 0.634 -1.264 -0.624
N -0.686 -1.050 -0.390
N -1.264 -2.130 0.436
N -0.902 0.425 0.261
N -1.476 1.134 -0.675
C 0.485 0.743 0.534
H 3.224 0.628 0.278
H 3.142 -0.912 -0.467
H -1.405 -0.886 -1.342
H -0.953 -3.013 0.077
H -2.267 -2.070 0.507
H -1.012 1.313 -1.566
H -2.518 1.051 -0.643
H 0.649 0.974 1.524
H 0.616 1.656 -0.170
*
```

Summary:
- LUMO (eV) = -3.13
- HOMO energy (eV) = -14.0263
- orbital gap (eV) = 10.9
- SMILES = NC1=N[N@@H+](N)N(N)C1


Entry 5:
Formula: C2H9NO2
Source: the Open Molecules 2025 dataset
Level of theory: ωB97M-V/def2-TZVPD

```
! RIJCOSX wB97M-V def2-TZVPD def2/J DEFGRID3
* xyz 0 1
C 2.747 -0.648 0.338
N -0.026 -0.033 -0.312
O 2.077 0.189 -0.524
H 0.098 -0.211 -1.294
H 0.058 0.937 -0.058
H 2.561 -1.724 0.156
H 3.837 -0.503 0.215
H 2.534 -0.456 1.408
C -2.395 0.398 -0.389
O -2.582 1.347 0.577
H -2.795 0.935 1.422
H -2.348 0.830 -1.377
H -2.951 -0.534 -0.290
H -0.815 -0.527 0.127
*
```

Summary:
- LUMO (alpha / beta) (eV) = 0.63 / 0.17
- HOMO energy (alpha / beta) (eV) = -8.9384 / -7.0701
- orbital gap (alpha / beta) (eV) = 9.6 / 7.2


Entry 6:
Formula: C2H9NO2
Source: the Open Molecules 2025 dataset
Level of theory: ωB97M-V/def2-TZVPD

```
! RIJCOSX wB97M-V def2-TZVPD def2/J DEFGRID3
* xyz 0 1
N 0.997 -1.764 0.756
C 2.006 -0.804 0.253
O 1.372 0.472 0.578
H 0.654 -1.468 1.723
H 0.126 -1.640 0.268
H 2.945 -0.842 0.812
H 2.222 -0.998 -0.885
H 0.592 0.752 -0.024
C -2.643 0.884 -0.475
O -1.383 1.049 -1.089
H -2.429 1.130 0.583
H -3.432 1.358 -0.939
H -2.870 -0.384 -0.504
H -0.874 1.789 -0.911
*
```

Summary:
- LUMO (eV) = 0.69
- HOMO energy (eV) = -9.1093
- orbital gap (eV) = 9.8
- SMILES = NCO.CO


Entry 7:
Formula: C2H9NO3P2
Source: the Open Molecules 2025 dataset
Level of theory: ωB97M-V/def2-TZVPD

```
! RIJCOSX wB97M-V def2-TZVPD def2/J DEFGRID3
* xyz 0 1
C 2.608 -0.982 -0.203
P 1.963 0.066 1.187
O 2.513 1.434 0.610
O 0.395 0.147 0.529
P -1.118 0.772 1.061
O -1.607 -0.563 1.997
C -2.174 0.308 -0.389
N -2.124 1.408 -1.345
H 3.481 -1.479 0.130
H 2.861 -0.265 -1.053
H 2.066 -1.751 -0.799
H 2.139 2.224 1.008
H -1.508 -0.571 2.866
H -1.716 -0.576 -0.685
H -3.086 0.039 -0.072
H -2.390 1.288 -2.272
H -1.137 1.616 -1.497
*
```

Summary:
- LUMO (eV) = 0.93
- HOMO energy (eV) = -8.7961
- orbital gap (eV) = 9.7
- SMILES = CP(O)OP(O)CN


Entry 8:
Formula: C2H9NO4
Source: the Open Molecules 2025 dataset
Level of theory: ωB97M-V/def2-TZVPD

```
! RIJCOSX wB97M-V def2-TZVPD def2/J DEFGRID3
* xyz 0 1
N 0.808 -0.903 -1.398
C 0.751 -1.649 -0.114
C -0.013 -0.682 0.827
O 0.356 -0.605 1.984
O -1.179 -0.230 0.261
H 1.578 -0.202 -1.621
H -0.146 -1.134 -1.836
H 1.820 -1.571 0.329
H 0.386 -2.716 0.124
H -1.400 0.615 0.714
O 0.194 1.571 -2.349
H 0.916 1.873 -1.940
H 0.435 0.579 -2.400
O -1.680 1.515 2.042
H -1.348 2.405 2.446
H -1.478 1.134 2.930
*
```

Summary:
- LUMO (eV) = 0.37
- HOMO energy (eV) = -8.9161
- orbital gap (eV) = 9.3
- SMILES = NCC(=O)O.O.O


Entry 9:
Formula: C2H9NO4
Source: the Open Molecules 2025 dataset
Level of theory: ωB97M-V/def2-TZVPD

```
! RIJCOSX wB97M-V def2-TZVPD def2/J DEFGRID3
* xyz 0 1
O -1.764 -0.813 -1.140
C -0.943 0.109 -1.371
N -0.833 1.174 -0.541
C -0.488 0.795 0.891
O 0.818 0.179 0.916
H -0.456 0.181 -2.427
H -0.271 2.018 -0.774
H -1.431 0.226 1.292
H -0.469 1.797 1.354
H 0.823 -0.734 1.179
O 2.794 1.147 -1.359
H 2.223 1.491 -0.660
H 3.106 0.358 -0.883
O -0.668 -2.716 1.110
H -1.323 -2.397 0.458
H -1.117 -2.817 1.954
*
```

Summary:
- LUMO (eV) = 0.55
- HOMO energy (eV) = -10.3390
- orbital gap (eV) = 10.9
- SMILES = O=CNCO.O.O


Entry 10:
Formula: C2H9NO4
Source: the Open Molecules 2025 dataset
Level of theory: ωB97M-V/def2-TZVPD

```
! RIJCOSX wB97M-V def2-TZVPD def2/J DEFGRID3
* xyz 0 1
O 1.241 -2.031 0.304
C 0.246 -1.502 0.770
N -0.107 -0.202 0.538
C 0.859 0.744 0.126
O 0.698 1.259 -1.202
H -0.448 -2.103 1.389
H -1.039 0.020 0.849
H 1.875 0.356 0.223
H 0.831 1.602 0.815
H 0.416 0.456 -1.657
O -2.216 2.096 1.393
H -1.278 2.130 1.232
H -2.400 2.930 1.839
O 0.196 -1.610 -2.295
H 0.681 -2.201 -2.900
H 0.445 -1.943 -1.422
*
```

Summary:
- LUMO (eV) = 0.55
- HOMO energy (eV) = -10.3668
- orbital gap (eV) = 10.9
- SMILES = O=CNCO.O.O


Entry 11:
Formula: C2H9NO4
Source: the Open Molecules 2025 dataset
Level of theory: ωB97M-V/def2-TZVPD

```
! RIJCOSX wB97M-V def2-TZVPD def2/J DEFGRID3
* xyz 0 1
C 1.955 0.532 0.855
N 0.757 0.449 0.018
C 0.077 -0.717 -0.110
O -1.047 -0.755 -0.559
O 0.715 -1.863 0.223
H 1.987 -0.153 1.687
H 2.825 0.419 0.225
H 2.044 1.532 1.270
H 0.249 1.308 -0.068
H 1.634 -1.811 -0.063
O -1.112 2.296 -2.299
H -1.492 1.553 -1.811
H -0.510 2.741 -1.698
O -2.912 -1.953 1.057
H -1.977 -2.136 0.975
H -3.194 -1.442 0.300
*
```

Summary:
- LUMO (eV) = 0.15
- HOMO energy (eV) = -10.5124
- orbital gap (eV) = 10.7
- SMILES = CNC(=O)O.O.O


Entry 12:
Formula: C2H9NO4
Source: the Open Molecules 2025 dataset
Level of theory: ωB97M-V/def2-TZVPD

```
! RIJCOSX wB97M-V def2-TZVPD def2/J DEFGRID3
* xyz 0 1
O 1.770 -0.266 -2.068
C 0.590 -0.040 -1.873
O 0.107 1.115 -2.553
C 0.249 0.286 -0.206
N -1.044 0.756 -0.044
H -0.028 -0.960 -1.988
H 0.530 -0.627 0.307
H 0.903 1.153 -0.119
H -1.581 0.782 -0.905
H -1.535 0.050 0.540
H 0.036 -0.327 2.195
H 0.982 -0.007 3.405
O 0.984 -0.170 2.460
H 1.004 1.485 -2.659
H -1.778 -1.985 1.835
O -1.188 -1.246 1.672
*
```

Summary:
- LUMO (eV) = -4.27
- HOMO energy (eV) = -8.8224
- orbital gap (eV) = 4.6


These records have energy above the lowest of the compared OMol25 structures with the same formula, charge and spin values of 307.28; 408.70; 508.98; 224.87; 485.05; 182.31; 29.75; 293.05; 142.67; 79.10; 52.87; 703.94 kJ/mol, in the order they appear.
These records have electronic energy values of -375.5805; -355.2432; -355.2050; -409.7464; -286.6336; -286.7489; -1044.8097; -437.2358; -437.2931; -437.3173; -437.3273; -437.0793 a.u., in the order they appear.